DFT (ωB97M-V with the def2-TZVPD basis set) results for a cluster of 13 separate species, C47H133Cl8N12O24P9 in total at a distorted geometry.

Properties
Total charge: 0
Frontier orbital gap (eV): 7.641

```
233
C47H133Cl8N12O24P9, DFT ωB97M-V with the def2-TZVPD basis set
Cl -6.2567 -3.1338 -0.1812
C -4.7190 -3.9389 -0.3325
C -4.9111 -5.5020 -0.3680
Cl -5.7079 -6.0782 -1.8090
H -4.0606 -3.5676 0.4527
H -4.2324 -3.6198 -1.2542
H -5.5621 -5.7922 0.4567
H -4.0880 -6.1674 -0.1076
Cl 1.4117 -1.7406 0.3636
C 0.2371 -0.4937 0.8513
C -0.5592 -0.0772 -0.3783
Cl -1.8678 -1.2752 -0.6993
H 0.8577 0.3164 1.2344
H -0.3603 -0.8865 1.6740
H 0.0359 0.0548 -1.2819
H -1.0752 0.8694 -0.2176
Cl 5.3241 -0.6421 -1.5453
C 6.8931 -0.6581 -2.4365
C 8.0988 -0.2539 -1.5434
Cl 8.5963 -1.6970 -0.6846
H 6.8897 -0.0266 -3.3250
H 6.9658 -1.6421 -2.8997
H 7.7321 0.5607 -0.9189
H 8.9249 0.0640 -2.1796
Cl 6.0997 -5.8524 -1.2809
C 5.2072 -4.3754 -0.8420
C 4.0760 -4.6488 0.1446
Cl 2.7542 -5.6176 -0.6172
H 4.9097 -3.8679 -1.7596
H 5.8696 -3.7408 -0.2533
H 3.6920 -3.7410 0.6099
H 4.5320 -5.1129 1.0191
C -3.2272 4.1917 -1.3613
O -3.4559 4.4564 0.0261
P -4.7848 3.8875 0.8006
O -6.0158 4.4914 0.2052
O -4.5962 2.3341 0.7040
C -3.5462 1.7738 1.5555
O -4.5095 4.2267 2.3961
C -5.3794 3.8054 3.4578
H -4.0027 4.3257 -2.1153
H -2.7571 3.2142 -1.4689
H -2.4530 4.9347 -1.5526
H -2.7729 2.5052 1.7905
H -3.0541 0.9860 0.9852
H -3.9357 1.2229 2.4116
H -6.1220 3.0338 3.2544
H -5.8924 4.6272 3.9574
H -4.6741 3.4606 4.2140
C -1.8719 0.4234 6.1471
O -2.8021 0.7987 7.1087
P -4.1652 1.4892 6.7191
O -4.8944 0.8785 5.5907
O -5.1037 1.4550 8.1319
C -5.6946 0.1859 8.5413
O -3.7161 3.0605 6.5412
C -3.1581 3.7836 7.6206
H -1.7653 -0.6595 6.2107
H -0.9206 0.9551 6.1680
H -2.1975 0.5486 5.1144
H -6.7582 0.2224 8.7769
H -5.3020 -0.0506 9.5303
H -5.5924 -0.5281 7.7242
H -2.8918 3.2618 8.5398
H -3.9470 4.4593 7.9512
H -2.3226 4.3984 7.2859
C -1.9927 -8.1055 2.8059
O -1.6244 -6.8046 3.3962
P -1.7922 -5.4322 2.5093
O -3.1777 -4.9739 2.1732
O -0.8839 -4.3565 3.3294
C -1.4251 -3.0310 3.3876
O -0.9293 -5.6519 1.2290
C -0.8948 -4.8228 0.0781
H -1.3161 -8.9073 3.1014
H -2.0545 -8.0004 1.7227
H -3.0099 -8.3732 3.0919
H -2.1383 -2.7768 2.6035
H -0.5564 -2.3738 3.3485
H -2.0534 -2.7789 4.2419
H -1.9189 -4.6529 -0.2541
H -0.2307 -5.2136 -0.6927
H -0.5968 -3.8193 0.3820
C 3.3993 2.8827 -8.7195
O 3.3083 2.4591 -7.3930
P 4.4524 3.0914 -6.4375
O 5.8612 2.9295 -6.8752
O 4.0101 4.6819 -6.2891
C 4.6228 5.5792 -7.1480
O 4.0303 2.5251 -4.9733
C 4.1817 1.0889 -4.7617
H 4.0683 3.7269 -8.8865
H 2.3971 3.1756 -9.0323
H 3.7021 1.9783 -9.2472
H 5.0267 6.4556 -6.6411
H 3.8843 6.0134 -7.8219
H 5.2787 5.0966 -7.8725
H 5.2324 0.8190 -4.6548
H 3.7097 0.4926 -5.5425
H 3.6182 0.7610 -3.8883
C 0.9353 6.4171 -2.6582
O 0.0350 5.2648 -2.4278
P 0.4615 3.7417 -2.8691
O -0.5097 2.7123 -2.4252
O 0.5496 3.8085 -4.5490
C 0.5669 2.6432 -5.3615
O 2.0305 3.6365 -2.4336
C 2.3618 2.7561 -1.3912
H 0.5245 7.2175 -3.2736
H 1.9017 6.0979 -3.0484
H 1.0983 6.9225 -1.7063
H 1.5103 2.6318 -5.9074
H -0.2475 2.6296 -6.0859
H 0.4608 1.7921 -4.6889
H 1.5313 2.2114 -0.9420
H 2.8682 3.3344 -0.6184
H 3.0727 1.9989 -1.7219
O 0.8863 -0.7710 -4.0381
P 0.8816 -1.9441 -4.9438
N 2.2633 -2.9206 -4.8351
C 2.7804 -3.0120 -3.4637
C 2.5886 -3.9870 -5.7587
N 0.7158 -1.4869 -6.5949
C -0.5842 -0.9390 -7.0501
C 1.8275 -0.8451 -7.2348
N -0.4417 -3.0547 -4.7805
C -0.6187 -4.1643 -5.7124
C -0.8565 -3.3480 -3.4102
H 3.3681 -3.9296 -3.4913
H 1.9979 -3.0465 -2.7056
H 3.5015 -2.2336 -3.2145
H 1.8075 -4.0545 -6.5159
H 2.4300 -4.9009 -5.1863
H 3.5643 -3.9351 -6.2418
H -0.6879 -1.0104 -8.1328
H -1.4061 -1.5127 -6.6218
H -0.5319 0.1289 -6.8386
H 1.9298 0.1898 -6.9082
H 2.7235 -1.4455 -7.0769
H 1.6596 -0.7979 -8.3108
H 0.0246 -5.0160 -5.4916
H -1.6555 -4.5006 -5.7027
H -0.5286 -3.7900 -6.7321
H -1.8840 -3.6618 -3.2263
H -0.7933 -2.4600 -2.7813
H -0.1876 -4.1082 -3.0067
O 3.9419 0.0387 6.5399
P 4.0019 -1.4445 6.6378
N 3.8303 -2.2690 5.1804
C 3.4493 -1.4322 4.0247
C 3.9412 -3.7127 4.9038
N 2.7966 -2.1492 7.6038
C 2.7175 -1.9560 9.0471
C 1.4899 -2.5135 6.9982
N 5.4755 -1.9962 7.3074
C 6.5852 -1.0679 7.2717
C 5.8151 -3.3602 7.5824
H 3.6195 -2.0247 3.1258
H 4.1586 -0.6315 3.8152
H 2.4773 -0.9417 4.0773
H 3.2139 -4.3430 5.4156
H 4.9457 -4.0489 5.1608
H 3.7346 -4.0303 3.8818
H 2.4994 -0.9072 9.2487
H 1.9452 -2.5613 9.5217
H 3.6640 -2.2503 9.5006
H 0.9648 -3.1730 7.6892
H 0.9435 -1.5896 6.8084
H 1.5089 -3.0390 6.0435
H 6.2530 -0.0921 7.6260
H 7.4555 -1.4001 7.8376
H 6.9558 -0.9180 6.2576
H 6.4200 -3.7984 6.7885
H 4.8992 -3.9503 7.5532
H 6.3067 -3.3723 8.5552
O -0.6021 1.7191 2.6719
P 0.2390 2.9063 3.1230
N -0.4959 3.8451 4.3738
C 0.2607 4.9496 4.9829
C -1.9570 4.0316 4.2358
N 0.6745 4.0482 1.8670
C 1.8071 5.0195 2.0354
C -0.2422 4.3437 0.7390
N 1.7028 2.4043 3.8343
C 2.7488 1.8946 2.9153
C 1.8595 1.8694 5.2318
H 1.2527 4.6894 5.3523
H -0.3849 5.3564 5.7612
H 0.4304 5.7623 4.2766
H -2.0943 4.7088 3.3928
H -2.2418 4.5519 5.1503
H -2.4668 3.0686 4.2085
H 2.3020 4.8044 2.9824
H 2.5072 5.1005 1.2039
H 1.3746 6.0056 2.2044
H 0.3136 4.8640 -0.0411
H -0.5929 3.4449 0.2317
H -1.0668 4.9865 1.0471
H 2.6183 2.4851 2.0084
H 3.7467 1.9037 3.3536
H 2.5356 0.8355 2.7702
H 1.0525 2.1358 5.9145
H 2.7828 2.1756 5.7235
H 2.0275 0.7941 5.1718
O -5.9410 1.2709 -5.9870
P -5.4587 0.5417 -4.8004
N -5.3578 -1.1669 -5.0221
C -6.5628 -1.9658 -4.9525
C -4.4087 -1.6050 -6.0985
N -6.2795 0.9231 -3.3200
C -5.9270 0.2533 -2.0898
C -6.7677 2.3177 -3.1297
N -3.8870 1.0209 -4.4685
C -2.9302 0.2323 -3.6152
C -3.2372 2.1284 -5.2520
H -7.1025 -1.8904 -4.0085
H -6.3527 -3.0273 -5.0837
H -7.2872 -1.6158 -5.6879
H -3.5897 -0.8966 -6.2232
H -4.8201 -1.5732 -7.1073
H -4.1328 -2.6048 -5.7633
H -4.9443 0.4741 -1.6730
H -6.7616 0.2744 -1.3891
H -5.8840 -0.8202 -2.2737
H -7.8330 2.2994 -2.8998
H -6.3107 2.8621 -2.3034
H -6.8017 2.7963 -4.1084
H -2.3223 0.8466 -2.9509
H -3.4349 -0.4741 -2.9561
H -2.2652 -0.3020 -4.2938
H -2.8316 1.6751 -6.1566
H -2.3734 2.4240 -4.6567
H -3.8363 3.0147 -5.4610
```

=====

DFT (ωB97M-V with the def2-TZVPD basis set) results for a structure of composition C47H29N11O3Sr at a distorted geometry.

Properties
Total charge: -2
Frontier orbital gap (spin up / spin down) (eV): 4.914 / 4.843
Energy above the lowest of the compared OMol25 structures with the same formula, charge and spin (kcal per mole): 74.3

```
91
C47H29N11O3Sr, DFT ωB97M-V with the def2-TZVPD basis set
Sr 1.4464 0.3051 0.9235
C -3.7682 -4.6122 -0.6755
C -4.7552 -3.6696 -0.3064
C -4.4468 -2.3267 -0.2003
C -3.1317 -1.9244 -0.4582
C -2.4411 -0.6611 -0.4198
N -3.0861 0.5680 -0.2734
C -2.4835 1.6553 -0.0105
C -3.0977 2.9797 -0.2249
C -4.3454 3.2726 -0.7584
C -4.6921 4.6047 -0.9144
C -3.7881 5.6181 -0.5755
C -2.5315 5.3080 -0.0739
C -2.2083 3.9717 0.1151
C -0.9184 3.3718 0.6246
N 0.1851 4.0567 0.0203
C 1.1471 3.4943 -0.6147
N 1.4524 2.1680 -0.7910
C 2.5406 2.0669 -1.6000
N 3.1600 1.0177 -2.0627
C 2.6616 -0.2634 -1.9202
N 1.4807 -0.6072 -1.4479
C 1.3024 -1.9685 -1.6532
N 0.2121 -2.6620 -1.4391
C -0.9319 -2.1109 -1.0010
N -1.1609 -0.7905 -0.7110
C -2.1515 -2.8619 -0.8351
C -2.4710 -4.2180 -0.9452
C 2.5203 -2.5207 -2.2280
C 2.9123 -3.8127 -2.5740
C 4.1832 -3.9910 -3.0945
C 5.0556 -2.9012 -3.2787
C 4.6625 -1.6164 -2.9396
C 3.3868 -1.4391 -2.4124
C 3.0257 3.4407 -1.9515
C 4.0772 3.8721 -2.7356
C 4.2582 5.2467 -2.8713
C 3.3954 6.1489 -2.2436
C 2.3305 5.6944 -1.4676
C 2.1747 4.3284 -1.3328
N -1.1619 1.8714 0.4987
H -4.0343 -5.6617 -0.7416
H -5.7646 -4.0084 -0.1007
H -5.1984 -1.5999 0.0875
H -5.0102 2.4660 -1.0413
H -5.6634 4.8641 -1.3190
H -4.0684 6.6544 -0.7234
H -1.8074 6.0794 0.1581
H -1.7044 -4.9352 -1.2158
H 2.2383 -4.6467 -2.4177
H 4.5154 -4.9893 -3.3586
H 6.0464 -3.0762 -3.6831
H 5.3230 -0.7677 -3.0687
H 4.7288 3.1534 -3.2165
H 5.0782 5.6214 -3.4732
H 3.5570 7.2137 -2.3674
H 1.6432 6.3760 -0.9808
C -2.7386 -1.4461 3.1277
C -1.6292 -0.5566 2.6651
N -0.5186 -0.9698 2.1840
N -0.3665 -2.3397 2.1030
C 0.8553 -2.6671 1.7102
O 1.8528 -1.9051 1.5455
C 1.0482 -4.1398 1.4531
C 2.2775 -4.5703 0.9704
C 2.4875 -5.9126 0.6768
C 1.4655 -6.8340 0.8681
C 0.2336 -6.4060 1.3543
C 0.0249 -5.0649 1.6434
C -1.7796 0.9189 2.7761
C -2.5558 1.5109 3.6980
C -2.7391 2.9659 3.6963
C -1.9678 3.7669 2.9661
C -0.8369 3.1855 2.1742
N -0.9720 1.7296 1.9621
H -2.7198 -2.3720 2.5568
H -3.7030 -0.9523 3.0016
H -2.6182 -1.7053 4.1856
H 3.0486 -3.8279 0.8070
H 3.4447 -6.2317 0.2801
H 1.6229 -7.8806 0.6311
H -0.5740 -7.1159 1.4924
H -0.9353 -4.7061 1.9895
H -3.0685 0.9007 4.4302
H -3.5601 3.3819 4.2710
H -2.1675 4.8298 2.8878
H 0.1517 3.4389 2.5606
O 2.1299 2.0418 2.4560
C 3.2769 2.0388 1.9176
O 3.7447 1.1167 1.1992
H 3.9072 2.9302 2.0811
```

=====

DFT (ωB97M-V with the def2-TZVPD basis set) results for a structure of composition C47H34BCo2F6O7PS at a distorted geometry.

Properties
Total charge: 0
Frontier orbital gap (eV): 3.801
Energy above the lowest of the compared OMol25 structures with the same formula, charge and spin (kcal per mole): 0.0

```
99
C47H34BCo2F6O7PS, DFT ωB97M-V with the def2-TZVPD basis set
C 4.1916 6.7463 -3.3298
C 2.9397 6.0069 -3.0302
C 1.6641 6.2385 -3.5170
C 0.7267 5.1988 -3.1649
C 1.3134 4.1699 -2.4654
B 0.7424 2.6426 -2.1817
C 0.8894 1.9648 -3.6720
C 1.9948 1.1971 -3.9751
C 2.0360 0.4907 -5.1760
C 3.1408 -0.5091 -5.3512
F 3.3422 -0.8821 -6.6418
F 4.3357 -0.0442 -4.8693
F 2.8713 -1.6610 -4.6428
C 1.0519 0.6366 -6.1460
C 0.0017 1.4974 -5.8577
C -1.0972 1.7201 -6.8619
F -2.3296 1.4728 -6.3138
F -1.1302 3.0169 -7.3104
F -0.9895 0.9248 -7.9635
C -0.0847 2.1592 -4.6308
O 1.5452 2.0093 -1.1775
C 0.8237 2.2083 0.0313
C -0.5196 2.8787 -0.3474
O -0.6182 2.8858 -1.7591
S 2.9522 4.5713 -2.0453
H 3.9507 7.7085 -3.7990
H 4.7731 6.9157 -2.4118
H 4.8244 6.1673 -4.0226
H 1.4225 7.0978 -4.1412
H -0.3104 5.2273 -3.4769
H 2.8482 1.1713 -3.3050
H 1.0822 0.0677 -7.0689
H -0.8926 2.8634 -4.4485
H 0.6526 1.2192 0.4945
H 1.3931 2.8337 0.7458
H -1.3838 2.2884 -0.0085
H -0.5776 3.8851 0.1156
O -3.9865 1.1531 -0.5731
C -3.2123 0.6225 0.1083
Co -2.1313 -0.2882 1.1362
C -2.1189 -1.2783 -0.3462
O -2.2153 -1.6977 -1.4280
C -1.6434 1.1929 1.8879
O -1.4646 2.1412 2.5391
C -2.2517 -0.7210 2.9168
C -3.2146 -1.3937 2.1096
C -4.5581 -1.3341 1.8404
C -5.2326 -2.3371 1.0820
C -6.6564 -2.3694 1.0619
C -7.3257 -3.1235 0.1014
C -6.5951 -3.8505 -0.8577
C -5.2054 -3.9661 -0.7332
C -4.5411 -3.2701 0.2727
Co -1.6080 -2.3158 2.3951
C -1.3070 -3.6406 1.2640
O -1.0317 -4.5992 0.6599
C -1.7713 -3.2865 3.8553
O -1.7645 -3.9604 4.7997
P 0.4473 -1.7723 2.7640
C 1.4903 -1.4215 1.2951
C 2.8176 -0.9953 1.4635
C 3.5769 -0.6299 0.3480
C 3.0200 -0.6818 -0.9319
C 1.7254 -1.1598 -1.1004
C 1.0045 -1.6292 -0.0021
C 0.5923 -0.3338 3.8984
C 1.2856 0.8292 3.5527
C 1.2997 1.9220 4.4256
C 0.5678 1.8912 5.6140
C -0.1241 0.7284 5.9658
C -0.0807 -0.3949 5.1339
C 1.5069 -3.0120 3.6281
C 2.2203 -2.7282 4.8025
C 3.0456 -3.6982 5.3833
C 3.1622 -4.9629 4.8027
C 2.4351 -5.2600 3.6459
C 1.6197 -4.2896 3.0553
H -2.2883 -0.3429 3.9200
H -5.1464 -0.5219 2.2784
H -7.1946 -1.7857 1.8169
H -8.4199 -3.1603 0.0973
H -7.1124 -4.3713 -1.6640
H -4.6325 -4.6072 -1.4066
H -3.4790 -3.4430 0.4665
H 3.2516 -0.9536 2.4665
H 4.6031 -0.2873 0.4789
H 3.6054 -0.3749 -1.8010
H 1.2805 -1.1930 -2.0946
H 0.0647 -2.1649 -0.1571
H 1.8419 0.8768 2.6171
H 1.8757 2.8078 4.1532
H 0.5315 2.7718 6.2610
H -0.6942 0.6849 6.8951
H -0.5944 -1.3146 5.4361
H 2.1491 -1.7433 5.2626
H 3.6028 -3.4547 6.2885
H 3.8160 -5.7142 5.2490
H 2.5072 -6.2482 3.1906
H 1.0789 -4.5251 2.1349
```

=====

Question: Look up the total charge of the first one.
Answer: 0